Record 1
Below is 15 unconnected molecules or ions with the total composition C60H90N12O9 at a distorted geometry, with properties calculated with ωB97M-V/def2-TZVPD.

## Properties
E = -3674.3757 hartree
Strongest force on any atom = 0.091 hartree/bohr
HOMO = -10.00 eV
Total charge = 0

Geometry as XYZ:
```
171
Properties=species:S:1:pos:R:3:forces:R:3
N 5.687 -2.609 4.000 -0.66 -0.93 -1.16
C 4.763 -3.183 4.821 -0.44 1.34 -2.24
C 3.416 -3.344 4.400 1.13 0.40 0.13
C 3.037 -2.904 3.140 0.67 -0.37 0.50
C 4.019 -2.450 2.243 -0.09 -0.17 0.60
C 5.349 -2.358 2.671 -1.35 -0.58 2.42
H 5.062 -3.426 5.830 0.21 0.00 0.03
H 2.666 -3.744 5.066 0.04 -0.09 0.14
H 1.980 -2.997 2.935 0.01 0.24 -0.62
H 3.717 -2.173 1.243 0.17 0.02 -0.16
H 6.119 -2.081 1.966 0.27 0.21 0.32
N -1.164 -4.497 1.950 1.22 -0.17 0.89
C -0.386 -5.304 1.182 -0.62 0.08 0.79
C 0.717 -6.060 1.622 -0.68 0.56 1.89
C 1.000 -5.987 3.004 -1.22 1.61 0.08
C 0.238 -5.094 3.838 -0.10 -0.69 -1.80
C -0.824 -4.347 3.263 1.52 -1.51 -0.98
H -0.762 -5.369 0.172 0.21 -0.11 -0.24
H 1.294 -6.757 1.032 -0.15 0.23 -0.43
H 1.819 -6.536 3.444 0.00 -0.15 -0.03
H 0.443 -5.045 4.897 0.04 0.14 0.04
H -1.347 -3.624 3.871 -0.31 -0.11 -0.16
N 0.527 -4.797 -4.876 -0.04 0.42 1.30
C 0.320 -4.316 -3.615 0.47 -0.30 -0.23
C 0.451 -5.066 -2.458 -0.22 0.84 0.42
C 0.756 -6.374 -2.542 1.13 -2.30 -1.80
C 1.108 -6.887 -3.802 -0.66 0.85 -1.02
C 0.959 -6.059 -4.971 -0.47 -0.48 2.33
H 0.072 -3.284 -3.414 -0.15 0.30 -0.86
H 0.375 -4.693 -1.447 -0.45 0.78 -0.24
H 0.773 -7.045 -1.696 0.13 0.10 0.22
H 1.421 -7.917 -3.898 0.00 -0.05 -0.13
H 1.085 -6.454 -5.969 0.26 -0.05 -0.05
C 3.270 1.776 2.571 -1.30 0.22 -0.28
C 3.608 2.101 3.984 0.35 -0.56 0.27
O 4.814 2.794 3.832 2.56 0.80 0.45
C 5.082 3.116 2.546 0.62 0.66 -0.97
O 6.064 3.644 2.059 -1.95 -1.01 1.62
O 3.992 2.767 1.824 -0.41 -0.70 -0.69
H 2.186 1.828 2.468 0.09 0.28 -0.74
H 3.566 0.753 2.340 0.30 0.15 -0.39
H 3.784 1.133 4.452 0.00 0.35 0.75
H 2.945 2.758 4.547 -0.32 -0.28 -0.10
C 4.246 2.319 -2.549 -0.61 -0.73 0.97
C 5.172 1.421 -3.285 2.03 -0.16 -0.07
O 5.604 2.276 -4.328 1.23 -0.38 -1.92
C 4.742 3.249 -4.552 -0.86 1.30 -0.88
O 4.709 4.038 -5.468 0.46 -1.15 1.02
O 3.852 3.250 -3.555 -1.08 0.30 1.13
H 4.745 2.780 -1.697 0.08 0.55 -0.28
H 3.433 1.747 -2.103 -0.48 0.43 -0.53
H 4.826 0.465 -3.677 -0.49 0.26 -0.06
H 6.125 1.259 -2.780 -0.33 -0.47 0.59
C 1.893 -0.771 -7.138 -1.50 -1.15 0.01
C 1.255 -1.954 -6.392 0.40 -0.18 -0.15
O 1.407 -1.558 -5.041 -0.66 -0.33 1.40
C 1.843 -0.296 -4.921 0.91 0.59 1.15
O 2.010 0.336 -3.899 -0.58 -1.28 -1.02
O 2.200 0.174 -6.108 0.36 0.17 -1.42
H 1.083 -0.395 -7.763 0.72 0.57 -0.41
H 2.721 -1.231 -7.677 0.41 1.21 -0.06
H 1.784 -2.889 -6.579 0.08 0.06 0.36
H 0.214 -2.158 -6.643 -0.07 0.31 0.23
C 0.322 -1.721 0.356 0.29 -0.73 -0.50
C 1.215 -0.930 -0.629 -1.01 -0.78 0.94
C 0.819 0.550 -0.629 0.76 -0.18 -0.09
C -0.627 0.818 -0.755 2.63 -0.46 -0.29
N -1.728 1.067 -0.859 -2.02 0.33 -0.06
H 0.553 -2.782 0.269 0.10 -0.17 0.02
H -0.739 -1.669 0.110 0.06 0.30 -0.03
H 0.462 -1.485 1.411 0.14 0.42 -0.02
H 1.189 -1.381 -1.621 -0.54 0.25 -0.19
H 2.255 -1.105 -0.354 0.17 0.64 0.27
H 1.416 1.028 -1.405 -0.60 0.43 -0.15
H 1.125 1.021 0.306 0.04 -0.01 0.14
C 2.551 -0.843 7.331 1.00 -0.18 0.20
C 1.647 0.372 7.243 -0.19 -1.06 0.61
C 0.457 0.077 6.373 -0.70 1.07 -0.65
C 0.821 -0.078 4.952 -0.88 -0.29 0.58
N 1.025 -0.269 3.839 0.28 0.16 -0.21
H 3.338 -0.695 8.071 0.01 0.01 0.08
H 3.073 -1.057 6.398 -0.02 0.28 -0.27
H 2.072 -1.793 7.568 -0.49 0.21 0.23
H 2.206 1.248 6.913 -0.14 0.01 -0.09
H 1.180 0.602 8.201 0.48 0.09 0.29
H -0.253 0.893 6.503 0.04 0.41 -0.69
H -0.193 -0.730 6.712 0.60 -0.63 -0.08
C 5.766 6.598 -0.718 0.46 0.89 0.06
C 4.800 5.500 -1.020 -0.33 -1.68 0.38
C 3.319 5.790 -0.843 -0.48 0.24 -0.51
C 2.385 4.630 -0.983 -2.16 -2.90 -0.22
N 1.615 3.726 -1.075 3.09 3.49 0.46
H 5.678 6.999 0.292 -0.23 -0.07 0.09
H 5.698 7.442 -1.404 -0.17 0.05 -0.09
H 6.790 6.233 -0.797 -0.02 -0.14 -0.05
H 4.986 4.693 -0.312 0.45 -0.30 -0.13
H 4.942 5.121 -2.032 0.17 -0.06 0.00
H 3.070 6.485 -1.645 -0.53 0.28 0.22
H 3.127 6.231 0.135 -0.17 0.14 -0.14
C -1.933 4.060 2.258 0.61 -0.77 -0.70
C -0.526 3.473 2.554 -0.10 0.42 0.63
C 0.514 4.480 3.090 -1.16 -0.78 1.33
C 0.846 5.505 2.182 1.49 2.56 -2.16
N 1.211 6.389 1.522 -0.74 -1.23 0.84
H -2.543 4.399 3.095 0.57 0.15 0.30
H -2.499 3.230 1.836 -0.16 0.01 -0.24
H -1.882 4.830 1.487 -0.05 0.13 0.08
H -0.050 3.021 1.683 -0.45 -0.07 -0.34
H -0.649 2.687 3.299 0.16 -0.04 0.07
H 1.428 4.016 3.460 0.02 -0.19 -0.21
H 0.108 5.030 3.939 -0.19 -0.19 0.36
C -4.586 -1.443 3.713 0.45 -0.29 0.93
C -3.075 -1.487 3.412 -0.23 1.07 -1.05
C -2.431 -0.081 3.139 -0.02 -0.24 0.10
C -2.425 0.871 4.263 -0.07 0.28 1.33
N -2.375 1.567 5.193 -0.07 -0.88 -1.32
H -5.250 -1.078 2.930 0.51 0.32 -0.25
H -4.728 -0.845 4.613 -0.25 0.18 -0.03
H -4.987 -2.427 3.957 0.25 -0.20 0.02
H -2.907 -2.047 2.492 0.07 -0.08 -0.13
H -2.439 -1.974 4.151 -0.54 0.03 0.41
H -2.865 0.439 2.285 -0.22 -0.16 -0.09
H -1.383 -0.245 2.889 0.11 0.04 -0.08
C -3.094 -2.098 -6.320 0.41 0.02 0.87
C -2.267 -1.741 -5.036 -1.44 -0.56 -0.27
C -2.998 -0.806 -4.037 1.07 1.42 -0.14
C -3.335 0.540 -4.562 0.24 -3.69 0.73
N -3.582 1.556 -4.977 -0.61 2.98 -1.10
H -3.987 -2.691 -6.126 -0.10 0.14 0.41
H -2.494 -2.748 -6.956 0.14 0.30 -0.25
H -3.416 -1.191 -6.832 0.19 -0.06 -0.20
H -1.286 -1.381 -5.346 -0.17 0.46 0.25
H -2.077 -2.652 -4.469 0.07 -0.12 -0.05
H -2.303 -0.487 -3.261 0.26 -0.59 0.36
H -3.842 -1.221 -3.486 -0.07 -0.20 -0.48
C -1.139 5.722 -1.418 -0.70 -0.12 0.09
C -1.724 4.323 -1.789 1.24 0.87 1.05
C -2.926 4.314 -2.686 -0.85 0.60 -0.48
C -4.137 4.846 -2.056 3.68 -1.92 -1.52
N -5.022 5.261 -1.516 -3.79 1.67 2.15
H -0.766 6.303 -2.261 0.32 -0.36 -0.18
H -0.383 5.634 -0.637 0.26 -0.16 -0.35
H -1.868 6.397 -0.970 -0.52 -0.20 0.05
H -1.954 3.829 -0.845 -0.16 -0.17 -0.03
H -0.923 3.727 -2.227 -0.07 0.02 -0.16
H -3.153 3.318 -3.066 0.06 0.05 -0.15
H -2.817 5.011 -3.517 0.47 -0.32 -0.46
C -4.904 0.140 -0.194 -0.80 0.11 -0.08
C -5.180 1.655 -0.321 1.25 -0.29 -0.05
C -6.633 2.109 -0.510 0.39 0.27 0.27
C -7.314 1.366 -1.546 -0.64 -1.03 -1.13
N -7.820 0.774 -2.401 0.40 0.44 0.78
H -4.799 -0.352 -1.161 -0.11 0.06 -0.05
H -5.758 -0.304 0.318 -0.11 -0.30 0.05
H -4.018 -0.123 0.384 0.10 0.38 -0.08
H -4.586 2.053 -1.144 -0.05 -0.07 -0.16
H -4.711 2.115 0.549 -0.48 0.36 0.18
H -6.649 3.144 -0.853 0.15 0.20 0.20
H -7.215 2.071 0.411 -0.01 -0.15 0.04
C -5.906 -3.204 -1.684 -0.47 -0.81 0.01
C -5.434 -3.726 -0.300 1.14 1.42 -0.95
C -3.955 -4.269 -0.358 -0.58 0.15 0.21
C -3.017 -3.304 -0.984 -0.57 -0.91 0.16
N -2.267 -2.640 -1.544 0.10 0.17 -0.01
H -5.219 -2.536 -2.203 0.31 -0.05 0.39
H -6.840 -2.647 -1.604 -0.04 -0.05 0.17
H -6.096 -4.031 -2.369 -0.01 -0.11 -0.08
H -6.148 -4.397 0.178 0.27 -0.23 -0.24
H -5.411 -2.809 0.289 0.11 -0.14 0.53
H -3.879 -5.218 -0.890 -0.14 0.12 -0.47
H -3.552 -4.535 0.620 -0.08 0.38 0.27
```
Forces are in eV/Å.

Record 2
Below is a molecular structure, BrNi at a distorted geometry, with properties calculated with ωB97M-V/def2-TZVPD.

## Properties
Energy above the lowest of the compared OMol25 structures with the same formula, charge and spin = 0.235 eV
E = -4081.9424 hartree
2S+1 = 3
Strongest force on any atom = 0.045 hartree/bohr
HOMO (spin up / spin down) = -16.83 / -16.45 eV
Total charge = +1

Geometry as XYZ:
```
2
Properties=species:S:1:pos:R:3:forces:R:3
Ni -0.652 -0.755 -0.579 1.29 1.50 1.15
Br 0.652 0.755 0.579 -1.29 -1.50 -1.15
```
Forces are in eV/Å.

Record 3
Below is 2 unconnected molecules or ions with the total composition C9H14O at a distorted geometry, with properties calculated with ωB97M-V/def2-TZVPD.

## Properties
Energy above the lowest of the compared OMol25 structures with the same formula, charge and spin = 1.410 eV
E = -426.5210 hartree
Strongest force on any atom = 0.076 hartree/bohr
HOMO = -8.38 eV
SMILES = Cc1ccc(O)cc1.CC
Total charge = 0

Geometry as XYZ:
```
24
Properties=species:S:1:pos:R:3:forces:R:3
C -0.495 2.763 0.833 0.50 1.79 0.37
C -0.630 1.472 0.173 0.29 -1.41 -0.25
C 0.311 1.130 -0.767 1.03 -0.25 -3.37
C 0.141 -0.017 -1.664 -0.37 1.52 3.18
C -0.889 -0.877 -1.379 0.41 0.90 -0.47
O -1.132 -1.965 -2.177 -0.36 -1.19 -0.24
C -1.758 -0.562 -0.295 -2.38 -3.03 -0.69
C -1.722 0.591 0.442 2.03 0.50 0.76
H -0.943 2.810 1.809 -0.21 -0.19 0.57
H -1.117 3.416 0.208 0.47 0.59 0.24
H 0.564 3.156 0.945 -1.28 -0.50 -0.47
H 1.159 1.859 -1.087 -1.52 -1.31 1.04
H 0.870 -0.322 -2.358 0.85 0.12 -0.96
H -0.467 -2.287 -2.849 -0.65 1.35 1.54
H -2.571 -1.377 -0.140 1.39 1.59 0.02
H -2.234 0.785 1.417 -0.20 -0.43 -1.35
C 1.754 -0.819 1.788 -0.48 -1.67 -1.20
C 3.154 -1.317 2.156 0.17 -1.62 -0.73
H 0.916 -1.435 2.193 0.81 0.25 -0.16
H 1.681 0.112 2.203 -0.67 2.65 1.14
H 1.518 -0.667 0.701 0.66 -0.45 0.88
H 3.974 -0.706 1.687 -0.83 -0.37 0.83
H 3.256 -2.337 1.697 0.23 0.70 0.52
H 3.256 -1.462 3.269 0.13 0.47 -1.20
```
Forces are in eV/Å.